No. 1
{"formula": "C2H4ClNO", "method": "ωB97M-V with the def2-TZVPD basis set", "elements": ["O", "N", "C", "C", "Cl", "H", "H", "H", "H"], "positions_angstrom": [[-1.819638, 1.206747, -1.360509], [-1.273878, -0.096249, -0.871430], [-0.644888, 0.000923, 0.262707], [0.087476, -1.080805, 0.674144], [1.737544, -0.031174, 0.631155], [-2.501427, 0.606313, -2.056335], [-0.531560, 0.803963, 0.985521], [0.182436, -1.965920, 0.026581], [0.131023, -1.415343, 1.677567]], "forces_ev_per_angstrom": [[-2.605, -5.340, -2.111], [0.951, 2.165, 1.414], [-4.178, 2.315, -2.317], [4.449, -2.841, 0.054], [0.033, -1.395, 0.016], [2.733, 3.492, 2.703], [-0.815, 0.799, -0.736], [-0.034, 0.713, -0.090], [-0.534, 0.092, 1.067]], "homo_energy_ev": -9.8, "e_above_lowest_ev": 3.802, "energy_ha": -668.66441, "lumo_ha": 0.0052, "smiles": "O/N=C/CCl"}



No. 2
{"formula": "C2H4ClNO", "method": "ωB97M-V with the def2-TZVPD basis set", "elements": ["C", "C", "N", "O", "Cl", "H", "H", "H", "H"], "positions_angstrom": [[0.166655, -0.358214, 0.197919], [-0.639569, 0.814260, 0.638086], [-2.561941, -0.014292, 1.251636], [-2.767127, 0.352248, 2.338359], [-0.213978, 1.630269, 2.070860], [0.920857, -0.606996, 0.939539], [-0.472149, -1.226694, 0.050538], [0.655374, -0.144700, -0.750958], [-1.069070, 1.456121, -0.118339]], "forces_ev_per_angstrom": [[0.105, 0.152, 0.046], [-2.113, -0.822, 0.338], [1.368, 1.241, 1.305], [0.267, -0.612, -1.715], [0.111, 0.163, 0.123], [0.047, -0.073, 0.009], [-0.102, -0.156, -0.051], [0.142, -0.054, -0.062], [0.175, 0.160, 0.007]], "homo_energy_ev": [-7.8, -8.2], "e_above_lowest_ev": 3.856, "energy_ha": -668.66242, "lumo_ha": [0.0029, -0.0031]}



No. 3
{"formula": "C2H4ClNO2", "method": "ωB97M-V with the def2-TZVPD basis set", "elements": ["C", "C", "N", "O", "O", "Cl", "H", "H", "H", "H"], "positions_angstrom": [[-0.727718, 0.988366, -0.056523], [0.465369, 0.056112, -0.017070], [0.298111, -1.198210, 0.026438], [-1.001398, -1.687511, 0.054750], [1.603325, 0.752384, -0.046023], [3.308683, 0.201432, 0.046971], [-1.314062, 0.795690, 0.842683], [-0.450078, 2.032862, -0.119575], [-1.334756, 0.697001, -0.913266], [-0.847472, -2.638129, 0.181613]], "forces_ev_per_angstrom": [[0.234, -0.181, 0.033], [-2.259, -1.307, 0.045], [2.362, -0.273, 0.105], [-0.101, 0.370, 0.034], [2.156, 0.856, -0.026], [-2.358, -0.252, -0.064], [-0.015, 0.121, -0.029], [0.066, 0.064, 0.004], [-0.025, 0.111, 0.001], [-0.060, 0.491, -0.103]], "homo_energy_ev": -9.4, "e_above_lowest_ev": 3.819, "energy_ha": -743.89462, "lumo_ha": -0.0409, "smiles": "C/C(=N\\O)OCl"}